Entry 1:
The following is a DFT calculation (ωB97M-V with the def2-TZVPD basis set) of 2 unconnected molecules or ions with the total composition C3H6F2N2 at a distorted geometry.

For the energy above the lowest of the compared OMol25 structures with the same formula, charge and spin, the calculation gives 103.0 kcal per mole. Its net charge is 0. For the frontier orbital gap (alpha / beta), the calculation gives 8.486 / 6.842 eV.

Cartesian coordinates (Å):
C1 -0.2746 0.6436 0.7370
C2 -0.6793 0.6767 -0.7461
C3 0.0237 -1.4579 -0.1720
N1 -0.0316 -0.8156 1.0017
N2 -0.6497 -0.7505 -1.1541
F1 0.1097 1.4783 -1.4727
F2 -0.1166 -2.7372 -0.3104
H1 0.5416 1.1802 0.9905
H2 -1.1270 1.0477 1.2355
H3 -1.7073 0.9508 -0.7373
H4 2.2869 -0.7502 -0.6041
H5 0.3540 -0.9556 1.9020
H6 -0.2406 -1.0292 -2.0258

Forces on atoms 1 to 6 (eV/Å):
-2.1072 -3.1136 -1.3071
0.3896 -1.9618 0.8569
1.2972 1.6702 -0.3265
-1.8885 2.2442 0.1739
0.5786 0.5847 0.8304
0.1734 0.4348 -0.6806

Entry 2:
The following is a DFT calculation (ωB97M-V with the def2-TZVPD basis set) of 5 unconnected molecules or ions with the total composition C24H62N4O8 at a distorted geometry.

For the energy above the lowest of the compared OMol25 structures with the same formula, charge and spin, the calculation gives 84.0 kcal per mole. The SMILES is COC[C@H](C)N.COCCNCCOC.COCCNCCOC.COCCNCCOC.CCO. Its net charge is 0. For the frontier orbital gap, the calculation gives 8.874 eV.

Cartesian coordinates (Å):
C1 14.6150 -13.1360 7.9935
O1 13.5337 -12.3661 7.5472
C2 12.3518 -12.3608 8.2419
C3 11.6430 -13.7024 8.5615
C4 11.0783 -14.5651 7.4159
N1 10.5671 -13.3145 9.4449
H1 15.2809 -12.3984 8.4414
H2 15.1942 -13.6269 7.2114
H3 14.3198 -13.8878 8.7254
H4 12.4120 -11.6564 9.0715
H5 11.6125 -11.7353 7.7417
H6 12.3800 -14.2617 9.1378
H7 11.9069 -14.9928 6.8515
H8 10.4826 -13.9263 6.7638
H9 10.4533 -15.2702 7.9639
H10 9.9486 -12.6588 8.9894
H11 10.1383 -14.1016 9.9105
C5 16.7914 -9.4571 5.8204
O2 15.7335 -10.2908 5.1954
C6 14.9078 -9.7532 4.2239
C7 14.4786 -10.9381 3.3089
N2 13.7449 -12.0545 3.9670
C8 12.2979 -11.8645 4.0416
C9 11.7277 -13.2532 3.9481
O3 10.3886 -13.4666 3.4578
C10 10.1909 -12.9740 2.1114
H12 16.3618 -8.5364 6.2151
H13 17.5573 -9.1199 5.1220
H14 17.2130 -9.9244 6.7104
H15 15.3614 -9.0044 3.5744
H16 13.9871 -9.3134 4.6071
H17 15.2749 -11.3934 2.7200
H18 13.7890 -10.6346 2.5212
H19 13.9730 -12.1972 4.9405
H20 12.0052 -11.1829 3.2430
H21 12.0721 -11.2850 4.9368
H22 11.5265 -13.6464 4.9446
H23 12.4380 -13.9498 3.5029
H24 9.1806 -13.2417 1.8018
H25 10.9261 -13.2545 1.3572
H26 10.2250 -11.8919 1.9849
C11 24.4518 -13.1837 15.7353
O4 24.1921 -13.2756 14.3034
C12 23.0534 -12.5024 14.0437
C13 22.6666 -12.5865 12.5082
N3 22.4145 -13.9911 12.2231
C14 22.7559 -14.3204 10.8328
C15 22.0355 -13.3874 9.8533
O5 22.7030 -12.2140 9.4594
C16 22.3394 -11.5078 8.2648
H27 23.7397 -13.8194 16.2616
H28 24.4774 -12.2068 16.2180
H29 25.3915 -13.6754 15.9870
H30 23.1889 -11.4808 14.3986
H31 22.2013 -12.9921 14.5152
H32 23.4616 -12.2400 11.8477
H33 21.7372 -12.0477 12.3242
H34 22.6719 -14.7309 12.8607
H35 22.3569 -15.3222 10.6735
H36 23.8324 -14.1687 10.7536
H37 21.0792 -13.0514 10.2541
H38 21.7335 -13.8626 8.9200
H39 22.7333 -10.4922 8.3012
H40 21.2663 -11.3674 8.1349
H41 22.7057 -12.0150 7.3723
C17 14.8138 -15.4506 4.0485
O6 15.3670 -16.8413 4.1418
C18 16.6930 -17.0951 4.6749
C19 17.1526 -18.5432 5.0871
N4 15.9901 -19.4593 5.1317
C20 16.2543 -20.8578 4.7853
C21 15.3255 -21.8132 5.5971
O7 15.4658 -23.0991 4.9101
C22 14.7852 -24.1529 5.6580
H42 14.1169 -15.3870 3.2128
H43 15.4567 -14.6267 3.7386
H44 14.2054 -15.1406 4.8981
H45 16.7214 -16.5146 5.5970
H46 17.4549 -16.6445 4.0388
H47 17.7308 -18.7544 5.9866
H48 17.9164 -18.8845 4.3884
H49 15.3567 -19.0890 4.4376
H50 17.3182 -21.0498 4.9242
H51 16.0200 -21.0317 3.7351
H52 14.2962 -21.4616 5.6689
H53 15.6973 -21.8395 6.6214
H54 14.9170 -24.2154 6.7382
H55 15.1347 -25.0505 5.1478
H56 13.7141 -23.9909 5.5375
C23 19.4122 -12.6575 6.1326
C24 18.0258 -12.9206 5.5866
O8 17.6880 -11.9892 4.6301
H57 19.7605 -13.6052 6.5431
H58 19.5682 -11.9129 6.9132
H59 20.1112 -12.3359 5.3605
H60 17.2714 -12.8107 6.3656
H61 17.9805 -13.9713 5.3004
H62 16.8148 -11.6590 4.8537

Forces on atoms 1 to 6 (eV/Å):
0.3568 0.5905 1.0078
0.1979 -0.3749 -2.4722
-1.5951 0.4503 0.4070
0.3965 0.8194 0.3605
1.0786 1.0890 0.6532
0.5307 0.3021 0.7525

Entry 3:
The following is a DFT calculation (ωB97M-V with the def2-TZVPD basis set) of a molecular structure, C35H45N7O3PS3Ta at a distorted geometry.

For the energy above the lowest of the compared OMol25 structures with the same formula, charge and spin, the calculation gives 41.4 kcal per mole. Its net charge is +2. For the frontier orbital gap, the calculation gives 5.073 eV.

Cartesian coordinates (Å):
Ta1 -0.2518 -0.2713 0.5418
C1 3.4539 -0.3881 6.8248
C2 2.7060 -0.0641 5.5571
C3 2.1867 1.2026 5.3142
C4 1.5173 1.4805 4.1421
C5 1.3156 0.5112 3.1590
N1 0.5907 0.8281 1.9783
C6 0.1226 2.1793 1.8614
C7 -0.9021 2.6751 2.6681
C8 -1.3038 3.9820 2.5336
C9 -0.7027 4.8373 1.5915
C10 -1.1690 6.2613 1.4472
C11 0.3045 4.3310 0.7899
C12 0.7017 3.0077 0.9197
N2 1.7790 2.5143 0.1323
C13 2.9525 3.1492 -0.1073
C14 3.7567 2.2804 -0.7942
C15 2.9847 1.1179 -0.9230
N3 1.7849 1.2554 -0.3703
C16 1.8853 -0.7358 3.3741
C17 2.5612 -1.0090 4.5550
N4 1.8846 -1.7519 2.3458
C18 2.4884 -2.9458 2.4396
C19 2.6190 -3.4835 1.1819
C20 2.0429 -2.5527 0.3459
N5 1.5907 -1.4860 1.0218
H1 3.1930 0.3042 7.6231
H2 4.5318 -0.3149 6.6629
H3 3.2396 -1.4006 7.1673
H4 2.3101 1.9882 6.0519
H5 1.1382 2.4797 3.9862
H6 -1.3608 2.0222 3.4019
H7 -2.0985 4.3632 3.1664
H8 -1.1304 6.7791 2.4066
H9 -2.2073 6.2900 1.1079
H10 -0.5616 6.8168 0.7339
H11 0.7730 4.9585 0.0380
H12 3.1305 4.1507 0.2555
H13 4.7621 2.4553 -1.1465
H14 3.2625 0.1894 -1.3962
H15 3.0162 -1.9778 4.7151
H16 2.8052 -3.3519 3.3847
H17 3.0621 -4.4316 0.9194
H18 1.9062 -2.6240 -0.7172
N6 -2.4086 -7.3153 -1.9150
C21 -2.9365 -6.4786 -1.0075
S1 -4.4562 -6.5631 -0.4133
C22 -2.0453 -5.3466 -0.5914
C23 -1.9345 -4.9930 0.7451
C24 -1.2011 -3.8805 1.0880
N7 -0.5878 -3.0937 0.1907
C25 -0.6661 -3.4677 -1.0900
C26 -1.3607 -4.5790 -1.5249
H19 -2.9720 -8.0822 -2.2437
H20 -1.4351 -7.2945 -2.1633
H21 -2.4390 -5.5752 1.5051
H22 -1.1009 -3.6067 2.1264
H23 -0.1624 -2.8380 -1.8106
H24 -1.4112 -4.8068 -2.5843
O1 -2.1486 -1.1209 -0.2542
S2 -2.7545 -0.3373 0.8770
O2 -4.1520 -0.1894 0.9367
O3 -1.9403 0.9591 0.6951
S3 -1.7408 -1.0937 2.4382
C27 -3.4069 0.4967 -2.6846
C28 -2.0443 0.0109 -3.1844
C29 -2.0591 -1.5086 -3.3896
P1 -0.6006 0.5998 -2.2017
C30 -0.6661 2.4639 -2.2569
C31 -1.6960 3.1426 -1.3434
C32 -0.8179 3.0061 -3.6808
C33 0.8736 0.2622 -3.2874
C34 0.5770 0.0632 -4.7791
C35 1.7108 -0.9095 -2.7877
H25 -4.1695 0.1520 -3.3856
H26 -3.4807 1.5800 -2.6371
H27 -3.6602 0.0863 -1.7085
H28 -1.8490 0.4824 -4.1471
H29 -2.3919 -2.0194 -2.4892
H30 -1.0873 -1.9138 -3.6851
H31 -2.7653 -1.7482 -4.1872
H32 0.3343 2.7277 -1.9029
H33 -2.6982 3.0938 -1.7660
H34 -1.4380 4.2006 -1.2658
H35 -1.7387 2.7370 -0.3383
H36 -1.7648 2.7039 -4.1338
H37 -0.0016 2.7220 -4.3422
H38 -0.8214 4.0977 -3.6284
H39 1.4667 1.1712 -3.1693
H40 0.0366 -0.8655 -4.9650
H41 1.5290 -0.0046 -5.3119
H42 0.0138 0.8758 -5.2290
H43 1.2473 -1.8636 -3.0498
H44 1.8464 -0.8578 -1.7115
H45 2.7043 -0.9037 -3.2462

Forces on atoms 1 to 6 (eV/Å):
2.6403 -0.2253 -0.4398
-0.0371 0.0122 -0.1090
0.0792 -0.0253 0.1198
0.0041 0.0829 0.0761
-0.0338 0.1489 0.1312
-0.4406 0.3272 -0.3391

Entry 4:
The following is a DFT calculation (ωB97M-V with the def2-TZVPD basis set) of a molecular structure, C30H35Br2F2N5O4Se2Zr.

For the energy above the lowest of the compared OMol25 structures with the same formula, charge and spin, the calculation gives 15.0 kcal per mole. Its net charge is 0. For the frontier orbital gap, the calculation gives 6.478 eV.

Cartesian coordinates (Å):
Zr1 0.3529 -0.1859 0.5069
Br1 -3.0356 -2.9394 -2.0766
C1 -3.3197 -1.1280 -1.6652
C2 -4.5453 -0.5169 -2.0095
C3 -4.7840 0.7926 -1.7159
Br2 -6.4495 1.5545 -2.1930
C4 -3.8032 1.5851 -1.0592
C5 -3.9470 2.9414 -0.6994
C6 -2.9147 3.5809 -0.0703
C7 -1.7281 2.8734 0.1949
N1 -1.5578 1.6139 -0.1256
C8 -2.5838 0.9642 -0.7335
C9 -2.3402 -0.4163 -1.0182
O1 -1.1789 -0.9013 -0.6593
H1 -5.2990 -1.1103 -2.5081
H2 -4.8721 3.4551 -0.9222
H3 -2.9909 4.6183 0.2239
H4 -0.8959 3.3722 0.6801
F1 -4.1887 -1.2655 3.6382
C10 -3.1383 -0.4482 3.4481
C11 -2.2358 -0.7272 2.4401
C12 -1.1415 0.1094 2.2347
C13 -0.9872 1.2521 3.0490
C14 -1.9355 1.4802 4.0448
F2 -1.8567 2.5640 4.8560
C15 -3.0139 0.6519 4.2726
C16 0.1636 2.1309 2.7733
C17 0.5271 3.2327 3.5544
C18 1.6432 3.9770 3.2310
C19 2.3968 3.6275 2.1207
C20 1.9818 2.5404 1.3829
N2 0.9025 1.8110 1.6821
H5 -2.4191 -1.5999 1.8230
H6 -3.7245 0.8654 5.0569
H7 -0.0624 3.4857 4.4174
H8 1.9243 4.8199 3.8490
H9 3.2860 4.1695 1.8324
H10 2.5337 2.2286 0.5084
O2 -0.6033 -4.4575 0.5487
C21 -0.1994 -3.5810 1.5906
C22 1.2815 -3.6990 1.9524
C23 1.5268 -5.0915 2.5645
O3 1.2581 -6.1701 1.6909
C24 1.5816 -2.6833 3.0631
Se1 1.9901 -0.8354 2.5386
C25 2.2248 -3.5242 0.7519
Se2 1.5782 -2.3583 -0.6825
H11 -0.2703 -4.0565 -0.2744
H12 -0.8087 -3.8129 2.4670
H13 -0.4536 -2.5582 1.2847
H14 0.9282 -5.1802 3.4830
H15 2.5781 -5.1720 2.8553
H16 0.4734 -5.9321 1.1732
H17 2.4496 -3.0136 3.6350
H18 0.7417 -2.6318 3.7582
H19 2.3891 -4.4901 0.2789
H20 3.1837 -3.1520 1.1134
C26 2.0358 2.0157 -4.3183
N3 1.5132 2.1120 -2.9566
C27 0.0787 2.3492 -2.9013
C28 2.1044 1.4734 -1.9265
O4 1.4381 0.8499 -1.0574
N4 3.4482 1.5341 -1.8003
C29 4.1576 0.5873 -0.9467
C30 4.2464 2.6360 -2.3095
H21 1.3364 1.4167 -4.9019
H22 2.9938 1.5085 -4.3324
H23 2.1423 3.0078 -4.7604
H24 -0.1530 3.1695 -3.5802
H25 -0.2075 2.6303 -1.8954
H26 -0.4733 1.4583 -3.2063
H27 3.5134 -0.2483 -0.6851
H28 4.5142 1.0762 -0.0360
H29 5.0217 0.2047 -1.4929
H30 3.6052 3.4448 -2.6481
H31 4.8965 2.3265 -3.1308
H32 4.8789 3.0052 -1.4996
N5 0.3924 -0.9803 -3.6481
H33 -0.2298 -1.4730 -4.2817
H34 -0.0759 -0.9997 -2.7456
H35 1.1887 -1.5996 -3.5198

Forces on atoms 1 to 6 (eV/Å):
0.1664 0.5105 -0.3058
0.0303 -0.0053 0.0074
-0.1391 0.1332 0.0260
0.0165 -0.0305 -0.0052
0.0736 0.0071 0.0404
-0.0246 0.0088 -0.0091

no.,energy (hartree)
1,-426.98555
2,-1772.21855
3,-3562.18808
4,-11936.78979